Molecular formula: C14H14N2O3S
Method: DFT, ωB97M-V/def2-TZVPD

Last column: natural (NBO) charge in e.
Atoms and positions in Å:
1 C -1.96 -2.08 -0.40  -0.61
2 C -2.87 -1.19 0.11  0.31
3 N -3.91 -1.66 0.69  -0.73
4 C -2.96 0.11 0.13  -0.39
5 C -3.98 0.85 0.87  0.26
6 N -4.76 1.60 1.08  -0.33
7 C -1.83 0.90 -0.64  0.60
8 O -0.89 0.28 -1.22  -0.61
9 C -1.78 2.58 -0.28  -0.13
10 O -0.41 2.68 -0.74  -0.51
11 C 0.58 2.44 0.16  0.74
12 O 0.38 1.67 0.97  -0.54
13 C 1.83 2.75 -0.32  -0.65
14 S 3.40 2.17 0.40  0.26
15 C 3.10 0.36 0.36  -0.14
16 C 2.16 -0.29 -0.69  -0.14
17 C 2.05 -1.57 -0.55  -0.22
18 C 3.04 -2.34 0.08  -0.21
19 C 3.91 -1.80 1.03  -0.20
20 C 4.01 -0.30 0.73  -0.25
21 H -1.99 -1.95 -1.69  0.25
22 H -2.21 -3.08 -0.26  0.21
23 H -1.04 -1.96 -0.12  0.25
24 H -4.09 -2.79 0.76  0.37
25 H -4.75 -1.36 1.01  0.41
26 H -2.06 2.70 0.65  0.20
27 H -2.41 3.02 -1.00  0.21
28 H 1.99 2.36 -1.45  0.27
29 H 1.97 3.80 -0.26  0.26
30 H 1.53 0.25 -1.10  0.19
31 H 1.37 -2.16 -1.25  0.21
32 H 3.05 -3.37 -0.10  0.20
33 H 4.68 -2.64 1.42  0.23
34 H 4.81 0.03 1.61  0.21

As for the SMILES: C/C(N)=C(/C#N)C(=O)COC(=O)CSc1ccccc1. The calculation puts the energy at -34692.633 eV. The energy above the lowest of the compared OMol25 structures with the same formula, charge and spin is 11.857 eV. As for the multiplicity: 1. Its total charge is 0. As for the HOMO-LUMO gap: 8.674 eV. Its largest force on an atom is 19.7 eV/Å.